#w
A molecular structure, C3H7N3O. Source: the OMol25 dataset; level of theory: ωB97M-V/def2-TZVPD.

XYZ file:
```
14
Properties=species:S:1:pos:R:3
H 2.10962 -1.04958 -1.39061
N -0.56255 0.22703 0.67516
O 1.30235 0.99825 -0.33659
H -2.38831 0.94656 -0.10510
C 0.77339 0.31919 0.55735
H -1.55590 1.89754 1.16270
H -0.22228 -1.04372 -1.85035
H -0.90698 1.88382 -0.50791
N 0.07675 -1.38719 -0.94969
N 1.52217 -0.87549 0.76926
C -1.41863 1.30328 0.26337
H 0.97876 -1.62645 1.19822
H -0.98722 -0.50938 1.21214
C 1.27882 -1.08387 -0.69793
```

Computed properties:
Molar mass   101.1 g mol⁻¹
HOMO energy   -9.1 eV
Frontier orbital gap   10.014 eV

#x
A molecular structure, C3H7N3O. Source: the OMol25 dataset; level of theory: ωB97M-V/def2-TZVPD.

XYZ file:
```
14
Properties=species:S:1:pos:R:3
C -1.02853 1.13780 0.35394
H 0.86300 -2.10164 -0.37003
O -1.86807 1.94703 0.57197
N -0.29276 -1.98377 1.84715
C 0.80183 -1.14313 -0.07182
H -0.42649 2.74178 -1.35646
N -0.94257 0.01681 1.29244
H -0.47412 1.20600 -2.11675
C -0.09104 1.77271 -1.26901
N -0.10887 -0.98232 1.05252
H 0.13375 -2.88088 1.59461
H 1.86568 -0.86477 0.30448
H 0.61463 -0.46731 -0.79187
H 0.95354 1.60169 -1.04118
```

Computed properties:
Molar mass   101.1 g mol⁻¹
HOMO energy (spin up / spin down)   -9.0 / -9.0 eV
Frontier orbital gap (spin up / spin down)   8.716 / 8.718 eV

Preferred: #w; penalty for the next structure: 242.5 kJ/mol.